57
Properties=species:S:1:pos:R:3:mulliken_charge:R:1 method="wB97M-V/def2-TZVPD" lumo_ev=-1.6868 orbital_gap_ev=6.2 e_tot_ev=-35915.1554
H 3.470 0.024 -2.566 0.27
N 4.045 -0.826 -2.306 -0.70
C 5.032 -0.428 -1.395 0.62
C 6.008 -1.625 -0.827 -0.90
C 5.151 1.168 -0.911 -0.90
C 3.932 1.408 0.160 0.42
C 3.988 1.027 1.629 -0.50
C 2.644 1.294 2.587 0.17
O 2.716 1.677 3.875 -0.54
C 1.189 1.080 1.789 0.38
C -0.135 0.458 2.572 -0.75
C -1.500 0.252 1.640 -0.47
C -1.533 0.643 0.026 0.52
C -2.933 0.336 -0.771 -0.51
C -2.690 -0.980 -1.727 -0.81
C -2.142 -2.310 -0.941 -0.23
C -3.413 -3.095 -0.253 -0.69
N -3.298 -3.265 1.247 0.27
C -2.117 -3.234 2.192 -0.24
C -2.567 -3.486 3.763 -0.50
C -4.222 -3.676 3.642 -0.41
C -4.573 -3.545 2.035 -0.31
C -0.224 1.313 -0.769 0.41
C -0.235 1.755 -2.355 -0.68
C -0.892 3.267 -2.612 -0.45
C -1.332 4.034 -1.232 0.25
N -0.332 4.786 -0.366 -0.46
O -2.625 4.014 -0.847 -0.57
C 1.130 1.510 0.173 0.37
C 2.552 2.120 -0.460 0.04
O 2.614 3.113 -1.350 -0.54
H 5.780 -2.656 -1.383 0.29
H 7.158 -1.431 -0.990 0.28
H 5.808 -1.832 0.323 0.22
H 6.218 1.452 -0.525 0.37
H 4.913 1.795 -1.898 0.29
H 4.976 0.540 2.030 0.31
H -0.120 0.175 3.713 0.33
H -2.436 -0.217 2.208 0.23
H -3.867 0.192 -0.073 0.41
H -3.119 1.263 -1.493 0.21
H -1.952 -0.790 -2.629 0.23
H -3.744 -1.221 -2.231 0.41
H -1.724 -3.045 -1.784 0.30
H -1.241 -2.122 -0.214 0.14
H -3.469 -4.187 -0.723 0.22
H -4.386 -2.535 -0.606 0.41
H -0.999 -3.024 1.888 0.30
H -1.915 -3.521 4.744 0.29
H -5.007 -3.865 4.503 0.29
H -5.607 -3.636 1.477 0.28
H 0.876 1.778 -2.771 0.22
H -0.832 1.031 -3.057 0.17
H -0.173 3.916 -3.309 0.33
H -1.891 3.138 -3.253 0.31
H -0.244 4.241 0.521 0.26
H -0.711 5.747 -0.113 0.32


11
Properties=species:S:1:pos:R:3:mulliken_charge:R:1 method="wB97M-V/def2-TZVPD" lumo_ev=0.3097 orbital_gap_ev=10.1 e_tot_ev=-7297.8877
C 0.385 -0.277 -0.890 0.94
C -0.413 -0.284 0.349 -0.24
C -1.434 -0.001 1.101 -0.46
O 1.548 -0.734 -0.873 -0.60
O 0.041 0.741 -1.765 -0.46
H 1.918 0.142 0.844 0.06
H 0.823 0.901 -2.314 0.33
H 1.431 0.531 1.334 -0.05
H -0.631 -1.176 -0.781 -0.03
H -2.319 -0.622 1.150 0.27
H -1.347 0.780 1.844 0.24


75
Properties=species:S:1:pos:R:3:mulliken_charge:R:1 method="wB97M-V/def2-TZVPD" lumo_ev=2.1915 charge=-1 orbital_gap_ev=5.2 e_tot_ev=-64030.7637
C -0.737 -2.144 5.340 -0.91
N -1.028 -3.443 4.815 0.39
C -0.095 -4.473 5.219 -0.86
C -2.366 -3.809 5.304 -1.06
C -1.128 -3.306 3.268 -0.01
C -2.282 -2.357 2.707 -0.87
O -2.020 -2.148 1.342 -0.49
H 0.367 -1.752 4.940 0.30
H -0.682 -2.133 6.389 0.49
H -1.566 -1.345 4.989 0.30
H 0.279 -4.283 6.397 0.28
H 0.774 -4.281 4.622 0.41
H -0.365 -5.509 5.180 0.29
H -3.149 -3.183 5.123 0.42
H -2.270 -4.028 6.477 0.30
H -2.511 -4.737 4.711 0.41
H -1.115 -4.339 2.908 0.43
H -0.016 -2.727 2.977 -0.06
H -2.373 -1.476 3.054 0.46
H -3.442 -2.796 2.865 0.14
H -1.286 -1.472 1.172 0.39
Li 0.847 0.322 0.108 0.99
P 0.969 -0.255 2.506 0.18
O 0.148 0.399 3.472 -0.83
O 0.042 -0.780 1.283 -0.75
O 1.767 -1.365 3.038 -0.88
O 1.796 0.690 1.744 -0.51
C -1.047 2.368 -3.524 -0.14
O -1.578 2.893 -2.388 -0.42
C -1.378 2.336 -1.146 0.51
O -0.372 1.602 -1.115 0.15
O -2.132 2.660 -0.101 -0.44
C -1.913 2.123 1.145 -0.39
H -1.362 2.916 -4.591 0.18
H -1.212 1.330 -3.644 0.20
H 0.092 2.603 -3.478 -0.11
H -2.044 1.147 1.271 0.08
H -2.486 2.587 1.982 0.31
H -0.840 2.373 1.516 0.26
C 2.209 3.369 -0.450 -1.22
O 2.969 4.727 -0.342 -0.38
C 2.820 5.570 -1.162 0.90
O 2.333 5.343 -2.287 -0.70
O 3.334 6.673 -0.814 -0.38
C 3.242 7.926 -1.619 -0.70
H 2.451 2.670 -1.089 0.58
H 1.238 3.628 -0.583 0.36
H 2.324 2.798 0.406 0.64
H 2.192 8.308 -1.828 0.28
H 3.511 7.748 -2.623 0.34
H 3.562 8.991 -1.022 0.24
C -1.308 -2.119 -1.913 -1.15
O -1.677 -1.523 -3.076 -0.01
C -2.510 -2.141 -3.906 0.61
O -2.724 -3.319 -3.899 -0.59
O -3.042 -1.357 -4.876 -0.30
C -3.719 -1.803 -6.085 -0.85
H -0.704 -2.952 -2.047 0.43
H -2.049 -2.438 -1.378 0.78
H -0.926 -1.450 -1.225 0.02
H -3.109 -2.270 -6.674 0.35
H -4.215 -0.983 -6.429 0.30
H -4.539 -2.409 -5.767 0.34
C 2.272 0.572 -4.372 -0.68
O 3.194 -0.042 -3.586 -0.45
C 2.970 -0.360 -2.253 0.60
O 1.921 -0.028 -1.710 -0.21
O 3.844 -1.043 -1.595 -0.45
C 3.831 -1.037 -0.123 -1.07
H 2.838 0.695 -5.300 0.40
H 1.638 1.444 -4.132 0.12
H 1.579 -0.078 -4.809 0.37
H 4.745 -1.392 -0.095 0.54
H 3.368 -1.842 0.443 0.36
H 3.849 -0.082 0.343 0.43


67
Properties=species:S:1:pos:R:3:mulliken_charge:R:1 method="wB97M-V/def2-TZVPD" lumo_ev=2.3286 charge=-1 orbital_gap_ev=6.8 e_tot_ev=-101379.3859
K -0.588 -0.306 0.055 0.81
Cl 2.553 -0.436 0.584 -0.25
C 3.343 -1.948 0.106 1.06
C 4.678 -1.813 -0.241 -0.90
C 5.392 -2.939 -0.617 -0.32
C 4.750 -4.168 -0.620 -1.01
C 3.414 -4.261 -0.256 -0.02
C 2.641 -3.151 0.121 -0.82
P 0.655 -3.142 0.264 0.92
C 0.694 -2.860 2.105 0.79
C 1.820 -3.204 2.858 -0.14
C 1.912 -2.900 4.210 -0.74
C 0.882 -2.231 4.848 -0.47
C -0.253 -1.899 4.123 -0.71
C -0.357 -2.227 2.778 -0.43
C 0.538 -4.948 -0.004 -0.13
C 0.472 -5.400 -1.320 -0.22
C 0.403 -6.755 -1.605 -0.60
C 0.398 -7.683 -0.572 -0.41
C 0.458 -7.242 0.742 -0.72
C 0.527 -5.884 1.023 -0.05
H 5.143 -0.837 -0.214 0.41
H 6.433 -2.853 -0.900 0.36
H 5.291 -5.064 -0.903 0.39
H 2.955 -5.241 -0.260 0.28
H 2.646 -3.719 2.388 0.41
H 2.801 -3.188 4.760 0.38
H 0.954 -1.982 5.900 0.37
H -1.079 -1.392 4.607 0.41
H -1.286 -2.018 2.264 0.13
H 0.473 -4.677 -2.129 0.32
H 0.351 -7.088 -2.635 0.40
H 0.342 -8.743 -0.790 0.38
H 0.447 -7.958 1.555 0.39
H 0.562 -5.549 2.053 0.37
Cl -4.811 2.908 0.331 -0.25
C -3.202 3.548 0.154 0.54
C -3.041 4.931 0.126 -0.77
C -1.800 5.490 -0.013 0.75
Cl -1.646 7.234 -0.044 -0.31
C -0.655 4.674 -0.133 0.19
C 0.656 5.177 -0.284 -0.80
C 1.705 4.311 -0.395 -0.77
C 1.447 2.931 -0.352 -0.19
N 0.246 2.423 -0.210 -0.05
C -0.816 3.260 -0.102 0.05
C -2.136 2.630 0.045 -0.26
O -2.270 1.380 0.066 -0.58
H -3.914 5.564 0.217 0.43
H 0.808 6.248 -0.310 0.37
H 2.720 4.665 -0.513 0.37
H 2.267 2.224 -0.436 0.38
C -4.753 -1.843 0.865 -1.60
C -4.098 -2.579 -0.311 2.21
C -4.874 -3.868 -0.612 -1.81
C -4.124 -1.667 -1.547 -1.42
C -2.702 -2.915 0.027 0.12
C -1.548 -3.180 0.332 -1.36
H -5.787 -1.586 0.622 0.44
H -4.212 -0.922 1.088 0.22
H -4.750 -2.470 1.758 0.35
H -5.915 -3.636 -0.854 0.41
H -4.855 -4.535 0.251 0.38
H -4.427 -4.394 -1.456 0.37
H -5.153 -1.402 -1.803 0.41
H -3.670 -2.171 -2.402 0.36
H -3.571 -0.746 -1.353 0.20